No. 1
The following is a quantum chemistry calculation of a gas-phase ion, C5H6NO2S (charge -1), from OMol25.

Geometry (Å):
C 2.965 0.535 -0.292
C 1.887 -0.159 0.106
C 4.547 0.135 -0.064
C 1.146 -1.137 0.841
C -2.102 0.570 -0.123
N 0.552 -0.100 0.047
O 5.265 1.158 0.125
O 4.891 -1.054 -0.086
S -0.488 1.096 0.727
H 2.783 1.276 -0.975
H 1.032 -2.090 0.500
H 1.055 -1.042 1.837
H -2.124 -0.438 0.241
H -1.791 0.609 -1.227
H -2.789 1.243 0.388

Summary:
- frontier orbital gap (eV) = 6.87
- LUMO energy (eV) = 2.87
- total charge = -1
- highest occupied orbital energy (eV) = -4.00
- energy (eV) = -21700.5963
- energy above the lowest of the compared OMol25 structures with the same formula, charge and spin (kJ/mol) = 352.0

No. 2
The following is a quantum chemistry calculation of a molecular structure, C5H6NO3S, from OMol25.

Geometry (Å):
C -0.198 -1.999 -0.184
C 1.363 0.484 1.376
C -0.764 -0.646 -0.230
C 1.092 -0.285 0.056
C -1.427 1.891 -0.878
N 1.157 -1.710 0.024
O 1.944 -0.165 2.275
O -0.715 -3.112 -0.167
O 1.010 1.678 1.317
S -1.537 0.150 -1.604
H -1.248 -0.391 0.813
H 1.614 0.075 -0.865
H -2.244 1.962 -0.306
H -1.437 2.445 -1.857
H -0.577 1.766 -0.177
H 1.969 -2.143 0.406

Summary:
- frontier orbital gap (eV) = 7.83
- LUMO energy (eV) = 3.10
- total charge = -1
- highest occupied orbital energy (eV) = -4.73
- energy (eV) = -23750.1667
- energy above the lowest of the compared OMol25 structures with the same formula, charge and spin (kJ/mol) = 101.7

No. 3
The following is a quantum chemistry calculation of a molecular structure, C5H6NO4S2, from OMol25.

Geometry (Å):
C 2.088 -1.646 0.581
C 2.445 0.732 0.094
C -0.144 0.941 0.257
C -1.259 1.761 0.885
C -1.262 -1.637 -0.372
N 1.894 -0.516 0.430
O 2.076 -2.773 0.825
O 3.650 0.864 0.043
O 0.407 -0.514 -1.873
O -1.806 0.694 -1.912
S 1.209 1.904 -0.265
S -0.692 0.040 -1.104
H -2.025 1.037 1.164
H -1.711 2.283 0.049
H -1.067 2.431 1.753
H -1.918 -1.478 0.488
H -1.567 -2.190 -1.208
H -0.318 -1.933 0.164

Summary:
- frontier orbital gap (eV) = 7.03
- LUMO energy (eV) = 3.45
- total charge = -1
- highest occupied orbital energy (eV) = -3.59
- energy (eV) = -36632.1747
- energy above the lowest of the compared OMol25 structures with the same formula, charge and spin (kJ/mol) = 179.0

No. 4
The following is a quantum chemistry calculation of a single C5H6O molecule, from OMol25.

Geometry (Å):
C -1.304 0.983 0.526
C -1.011 -0.312 0.587
O -0.152 -1.346 -1.372
C 0.211 -0.922 -0.065
C 1.377 -0.015 -0.088
C 2.349 0.695 -0.117
H -0.614 -0.595 -1.771
H -0.594 1.704 0.125
H -2.261 1.363 0.871
H -1.726 -1.030 0.984
H 0.506 -1.839 0.459
H 3.218 1.315 -0.140

Summary:
- frontier orbital gap (eV) = 11.06
- LUMO energy (eV) = 1.02
- total charge = 0
- highest occupied orbital energy (eV) = -10.05
- energy (eV) = -7326.7629
- energy above the lowest of the compared OMol25 structures with the same formula, charge and spin (kJ/mol) = 243.3

No. 5
The following is a quantum chemistry calculation of a single C5H6O molecule, from OMol25.

Geometry (Å):
C -1.284 0.893 0.122
C -0.981 -0.532 -0.277
O -1.812 -1.409 -0.256
C 0.454 -0.827 -0.728
C 1.442 -0.292 0.211
C 2.200 0.161 1.029
H -2.365 1.045 0.139
H -0.805 1.607 -0.556
H -0.876 1.079 1.121
H 0.597 -0.372 -1.719
H 0.556 -1.910 -0.842
H 2.874 0.556 1.756

Summary:
- frontier orbital gap (eV) = 10.55
- LUMO energy (eV) = 0.87
- total charge = 0
- highest occupied orbital energy (eV) = -9.68
- energy (eV) = -7327.7449
- energy above the lowest of the compared OMol25 structures with the same formula, charge and spin (kJ/mol) = 148.5

No. 6
The following is a quantum chemistry calculation of a single C5H6O molecule, from OMol25.

Geometry (Å):
O 0.179 -2.222 -0.710
C 0.126 -1.051 -0.425
C -0.458 0.073 -1.289
C -0.625 1.320 -0.488
C -0.152 0.936 0.874
C 0.611 -0.394 0.864
H 0.258 0.330 -2.088
H -1.368 -0.206 -1.832
H 1.692 -0.226 0.776
H -1.161 0.794 1.318
H 0.290 1.753 1.451
H 0.449 -1.043 1.728

Summary:
- frontier orbital gap (eV) = 8.57
- LUMO energy (eV) = -0.07
- total charge = 0
- highest occupied orbital energy (eV) = -8.64
- energy (eV) = -7326.1510
- energy above the lowest of the compared OMol25 structures with the same formula, charge and spin (kJ/mol) = 302.3